{"formula": "C36H41BN8Pt", "method": "ωB97M-V/def2-TZVPD", "elements": ["Pt", "C", "C", "C", "C", "N", "N", "B", "N", "N", "C", "C", "C", "C", "C", "C", "C", "C", "C", "C", "N", "N", "C", "C", "C", "C", "C", "C", "C", "C", "C", "C", "C", "C", "C", "C", "C", "C", "H", "H", "H", "H", "H", "H", "H", "H", "H", "H", "H", "H", "H", "H", "H", "H", "H", "H", "H", "H", "H", "H", "H", "H", "H", "H", "H", "H", "C", "C", "N", "C", "C", "N", "C", "C", "H", "H", "H", "H", "H", "H", "H", "H", "H", "H", "H", "H", "H"], "xyz": [[0.18225, -0.10142, -0.09029], [2.27839, 1.35434, 4.77143], [1.43596, 0.50685, 3.87686], [0.65617, -0.59423, 4.19528], [0.15042, -1.06149, 2.97881], [0.53878, -0.23529, 2.00878], [1.35242, 0.69745, 2.54471], [2.22226, 1.56848, 1.60316], [1.36117, 2.52396, 0.73919], [0.55214, 1.99941, -0.20423], [0.18092, 2.97761, -1.02931], [0.69226, 4.18716, -0.55035], [1.45876, 3.85621, 0.55618], [2.29789, 4.73869, 1.41911], [-0.56163, 2.68214, -2.26325], [-0.33886, 1.48318, -2.94442], [-1.05420, 1.17947, -4.09432], [-1.98986, 2.08270, -4.58715], [-2.19221, 3.29286, -3.93254], [-1.47735, 3.59409, -2.78026], [2.95225, 0.59874, 0.62177], [2.26564, -0.22801, -0.22033], [3.14361, -0.93553, -0.93148], [4.43200, -0.55442, -0.53949], [4.27225, 0.40842, 0.43654], [5.31817, 1.15473, 1.19605], [2.76463, -1.93538, -1.95557], [3.77435, -2.58608, -2.66228], [3.47514, -3.52698, -3.63500], [2.15544, -3.84059, -3.92457], [1.13703, -3.20418, -3.22936], [1.44396, -2.26475, -2.25783], [-0.60422, -2.28523, 2.66890], [-0.38158, -2.95949, 1.46610], [-1.10746, -4.09917, 1.14919], [-2.05513, -4.58769, 2.04201], [-2.25907, -3.93946, 3.25530], [-1.53298, -2.79787, 3.57024], [2.13172, 1.04791, 5.80448], [2.02043, 2.40969, 4.68294], [3.33713, 1.24816, 4.53236], [0.54228, -1.04190, 5.16904], [3.00734, 2.19729, 2.24308], [0.59042, 5.16425, -0.99360], [2.15865, 5.77530, 1.12140], [3.35649, 4.49580, 1.32004], [2.03006, 4.64101, 2.47112], [0.44175, 0.80741, -2.60649], [-0.85188, 0.26135, -4.63185], [-2.53178, 1.86087, -5.49743], [-2.90052, 4.00979, -4.32778], [-1.64695, 4.53360, -2.26655], [5.37168, -0.92682, -0.90948], [6.30231, 0.83065, 0.86652], [5.23898, 0.97186, 2.26779], [5.23909, 2.22936, 1.03110], [4.81034, -2.35656, -2.45449], [4.27805, -4.01700, -4.16950], [1.92131, -4.57473, -4.68388], [0.10337, -3.44419, -3.44649], [0.62380, -1.78965, -1.72868], [0.40689, -2.62371, 0.79842], [-0.90493, -4.63283, 0.22876], [-2.60594, -5.48985, 1.80947], [-2.97654, -4.33205, 3.96435], [-1.70287, -2.28921, 4.51245], [-4.06880, -1.26805, -1.23519], [-2.53608, -1.12479, -1.10784], [-2.17844, -0.09126, -0.10840], [-2.75069, 1.20684, -0.52127], [-4.28584, 1.11176, -0.65994], [-4.70025, -0.28421, -0.29206], [-4.28519, -0.59413, 1.11797], [-2.74940, -0.45649, 1.20464], [-4.41630, -2.26079, -0.95817], [-4.42498, -1.04279, -2.23782], [-2.10403, -0.83580, -2.06455], [-2.09639, -2.07019, -0.79438], [-2.31425, 1.50258, -1.46746], [-2.47385, 1.95087, 0.22349], [-4.61407, 1.29094, -1.68144], [-4.81080, 1.80110, -0.00256], [-5.71381, -0.36088, -0.36509], [-4.61689, -1.60590, 1.34081], [-4.80675, 0.09381, 1.77952], [-2.31364, -1.39214, 1.53463], [-2.46991, 0.31448, 1.92042]], "lowdin_spin": [1.326, 0.001, 0.000, 0.003, 0.015, 0.153, 0.008, 0.001, 0.008, 0.154, 0.015, 0.003, 0.000, 0.001, 0.005, 0.020, 0.004, 0.000, 0.004, -0.001, -0.001, 0.090, 0.014, 0.003, 0.002, 0.000, 0.002, 0.000, 0.000, 0.001, 0.002, 0.023, 0.005, 0.020, 0.004, 0.000, 0.004, -0.001, 0.000, 0.000, 0.000, 0.001, 0.000, 0.001, 0.000, 0.000, 0.000, 0.014, 0.000, 0.000, 0.000, 0.000, 0.001, 0.000, 0.000, 0.000, 0.000, 0.000, 0.000, 0.000, 0.025, 0.014, 0.000, 0.000, 0.000, 0.000, 0.004, 0.012, 0.027, 0.001, 0.001, 0.000, 0.000, 0.001, 0.000, 0.000, 0.003, 0.003, 0.000, 0.000, 0.000, 0.000, 0.000, 0.000, 0.000, 0.000, 0.000], "lumo_ev": [-5.07, -6.19], "total_charge": 2, "s_squared": 2.005, "de_lowest_kj_mol": 0.00, "gap_ev": [7.99, 6.87], "multiplicity": 3}